{"formula": "C4H13NO3", "method": "the ωB97M-V functional and the def2-TZVPD basis", "symbols": ["C", "N", "C", "C", "C", "O", "H", "H", "H", "H", "H", "H", "H", "H", "H", "H", "H", "O", "H", "H", "O"], "positions_angstrom": [[-1.653, -2.318, 1.794], [-0.938, -1.276, 1.191], [-0.139, -0.447, 2.100], [1.383, -0.297, 1.855], [-0.970, -0.782, -0.127], [-2.219, -3.118, 1.106], [-1.492, -2.533, 2.956], [-0.457, 0.505, 1.714], [-0.297, -0.553, 3.207], [1.955, -1.311, 2.088], [1.765, 0.343, 2.621], [1.774, -0.192, 0.786], [-0.489, -1.333, -0.883], [-0.818, 0.312, -0.100], [-2.002, -0.783, -0.598], [1.095, 2.995, -1.437], [2.131, 2.102, -1.783], [1.808, 2.526, -0.955], [1.572, 3.629, -4.254], [0.672, 3.797, -5.264], [1.590, 3.719, -5.291]], "gap_ev": [2.75, 9.68], "s_squared": 0.750, "charge": -1, "multiplicity": 2, "e_lumo_ev": [3.057, 3.003], "homo_ev": [0.3, -6.7]}